Record 1
This record from OMol25 describes a structure of composition C37H38BIrN4O6P2S. The level of theory is ωB97M-V/def2-TZVPD.

```
90
Properties=species:S:1:pos:R:3
Ir 1.009 -0.566 -0.144
C -0.237 1.524 3.223
C 0.372 0.124 3.344
P 1.754 -0.181 2.177
C 2.284 -1.881 2.483
C 1.485 -2.792 3.179
C 1.852 -4.126 3.255
C 3.014 -4.564 2.636
C 3.816 -3.666 1.946
C 3.452 -2.332 1.864
C 3.084 0.903 2.733
C 3.324 2.097 2.058
C 4.320 2.959 2.501
C 5.082 2.626 3.610
C 4.852 1.431 4.283
C 3.856 0.572 3.850
P -1.472 1.670 1.885
C -1.878 3.388 1.680
C -3.212 3.799 1.685
C -3.519 5.134 1.483
C -2.503 6.056 1.266
C -1.176 5.645 1.251
C -0.858 4.314 1.451
C -2.920 0.700 2.284
C -3.757 0.282 1.246
C -4.888 -0.464 1.534
C -5.186 -0.807 2.846
C -4.347 -0.409 3.879
C -3.213 0.337 3.601
H 0.515 2.294 3.040
H -0.731 1.806 4.158
H -0.384 -0.644 3.168
H 0.763 -0.013 4.355
H 0.572 -2.477 3.665
H 1.222 -4.823 3.793
H 3.295 -5.608 2.688
H 4.722 -4.006 1.462
H 4.080 -1.641 1.313
H 2.726 2.355 1.193
H 4.498 3.887 1.975
H 5.861 3.295 3.951
H 5.449 1.167 5.145
H 3.690 -0.360 4.378
H -4.005 3.083 1.850
H -4.552 5.453 1.493
H -2.746 7.097 1.102
H -0.389 6.363 1.067
H 0.174 3.990 1.401
H -3.509 0.535 0.224
H -5.535 -0.783 0.728
H -6.072 -1.389 3.063
H -4.580 -0.671 4.902
H -2.575 0.649 4.418
O 0.367 0.661 -1.841
S -0.258 1.804 -1.056
O -0.083 3.070 -1.692
O 0.595 1.698 0.235
O -1.632 1.447 -0.671
O -0.092 -3.505 0.096
B -0.258 -2.181 0.450
O -1.264 -2.033 1.401
C -1.706 -3.319 1.659
C -2.668 -3.736 2.548
C -2.886 -5.111 2.619
C -2.169 -6.004 1.828
C -1.198 -5.565 0.929
C -0.990 -4.207 0.872
H -3.223 -3.031 3.150
H -3.633 -5.493 3.301
H -2.372 -7.063 1.910
H -0.637 -6.248 0.306
C 2.360 0.419 -5.447
C 3.359 1.449 -4.926
C 2.648 2.565 -4.164
C 4.466 0.792 -4.098
N 3.931 0.002 -2.983
C 3.376 0.390 -1.854
N 2.911 -0.691 -1.239
N 3.201 -1.744 -2.047
N 3.813 -1.323 -3.087
H 1.674 0.893 -6.148
H 1.754 0.010 -4.634
H 2.854 -0.408 -5.959
H 3.883 1.889 -5.779
H 2.019 2.173 -3.360
H 1.977 3.103 -4.833
H 3.352 3.289 -3.748
H 5.146 1.533 -3.678
H 5.041 0.083 -4.691
H 3.288 1.404 -1.504
```

total charge = +1
frontier orbital gap (spin up / spin down) = 7.973 / 6.380 eV
2S+1 = 6
HOMO level (spin up / spin down) = -9.8 / -11.0 eV
strongest force on any atom = 0.67 eV/Å

Atomic partial charges in e from the Löwdin method, atoms 1 to 5: 1.356 -0.317 -0.336 0.949 -0.384

---

Record 2
This record from OMol25 describes a structure of composition C37H38FN9O3S6SeTi. The level of theory is ωB97M-V/def2-TZVPD.

```
96
Properties=species:S:1:pos:R:3
Ti 0.753 0.801 1.410
C -0.225 3.705 4.709
C 0.014 2.522 3.829
N 0.210 2.601 2.558
N 0.204 3.834 1.974
C -0.130 3.761 0.705
N -0.211 4.943 0.037
S -0.567 2.306 -0.128
C 0.025 1.154 4.355
C -0.336 0.828 5.658
C -0.307 -0.495 6.056
C 0.064 -1.471 5.141
C 0.378 -1.076 3.854
N 0.357 0.198 3.472
H -0.450 4.571 4.096
H 0.670 3.919 5.298
H -1.050 3.524 5.400
H 0.273 5.713 0.473
H -0.143 4.887 -0.965
H -0.618 1.606 6.352
H -0.571 -0.765 7.070
H 0.108 -2.515 5.413
H 0.662 -1.794 3.095
F -5.620 -0.867 -0.058
C -4.466 -1.486 -0.466
C -3.270 -1.097 0.066
C -2.082 -1.762 -0.357
C -0.828 -1.386 0.160
O -0.764 -0.447 1.060
C 0.326 -2.119 -0.277
C 0.184 -3.116 -1.178
N -1.019 -3.443 -1.741
C -1.091 -4.497 -2.709
C -0.017 -4.604 -3.744
C -1.392 -4.148 -4.138
C -2.193 -2.813 -1.321
C -3.427 -3.175 -1.827
C -4.594 -2.491 -1.413
N -5.875 -2.869 -1.936
C -6.729 -3.539 -0.976
C -7.887 -4.202 -1.698
N -8.626 -3.145 -2.478
C -7.717 -2.414 -3.434
C -6.581 -1.814 -2.630
C 1.714 -1.819 0.199
O 2.613 -2.627 0.060
O 1.879 -0.640 0.729
H -3.201 -0.288 0.778
H 1.045 -3.684 -1.497
H -1.515 -5.423 -2.329
H 0.304 -5.597 -4.024
H 0.769 -3.862 -3.735
H -2.025 -4.818 -4.705
H -1.518 -3.096 -4.357
H -3.524 -3.947 -2.575
H -7.122 -2.848 -0.210
H -6.153 -4.306 -0.460
H -8.598 -4.664 -1.016
H -7.530 -4.931 -2.424
H -9.005 -2.463 -1.815
H -9.415 -3.556 -2.976
H -8.316 -1.660 -3.943
H -7.353 -3.154 -4.145
H -6.986 -1.051 -1.944
H -5.893 -1.309 -3.306
C 4.577 3.924 2.890
N 5.144 2.728 2.311
C 4.652 1.484 2.492
Se 3.311 0.927 3.613
N 5.301 0.665 1.636
C 6.140 1.397 0.813
C 6.935 1.036 -0.262
C 7.600 2.062 -0.915
C 7.472 3.392 -0.506
C 6.684 3.745 0.579
C 6.025 2.720 1.235
H 4.135 3.668 3.850
H 3.803 4.317 2.227
H 5.364 4.663 3.029
H 5.002 -0.289 1.492
H 7.005 0.010 -0.599
H 8.208 1.827 -1.778
H 7.989 4.167 -1.057
H 6.568 4.778 0.878
C 2.501 4.640 -2.678
S 4.199 4.395 -2.098
C 4.188 2.646 -2.039
C 3.552 1.890 -1.105
S 2.709 2.514 0.261
S 3.713 0.158 -1.380
C 4.720 0.207 -2.784
S 5.344 -1.142 -3.508
S 5.035 1.807 -3.312
H 2.300 5.712 -2.659
H 1.830 4.110 -2.003
H 2.385 4.267 -3.694
```

total charge = 0
frontier orbital gap (spin up / spin down) = 3.171 / 4.287 eV
relative energy (zero: lowest compared OMol25 entry of this formula, charge and spin) = 105.6 kJ/mol
2S+1 = 3
HOMO level (spin up / spin down) = -4.6 / -5.8 eV
strongest force on any atom = 0.97 eV/Å

Atomic partial charges in e from the Löwdin method, atoms 1 to 5: 0.748 -0.014 -0.274 -0.091 -0.008

---

Record 3
This record from OMol25 describes a structure of composition C37H38KN6O7P2 in a non-equilibrium geometry. The level of theory is ωB97M-V/def2-TZVPD.

```
91
Properties=species:S:1:pos:R:3
K 5.798 -12.740 -16.839
C 10.015 -12.206 -19.654
C 8.870 -12.749 -18.923
N 7.612 -12.475 -19.034
N 7.280 -11.568 -19.993
C 6.061 -11.015 -19.716
O 5.353 -11.128 -18.680
C 5.429 -10.149 -20.819
C 5.883 -10.059 -22.083
C 5.000 -9.699 -23.089
C 3.737 -9.289 -22.841
C 3.316 -9.167 -21.509
C 4.194 -9.604 -20.500
C 9.176 -13.828 -17.944
C 10.398 -14.587 -17.957
C 10.626 -15.547 -16.984
C 9.673 -15.730 -15.961
C 8.536 -15.006 -16.042
N 8.242 -14.112 -17.015
H 10.349 -12.954 -20.407
H 10.857 -11.945 -18.991
H 9.665 -11.273 -20.109
H 6.868 -10.492 -22.351
H 5.364 -9.887 -24.118
H 3.004 -9.111 -23.605
H 2.318 -8.842 -21.267
H 3.858 -9.460 -19.469
H 11.114 -14.620 -18.776
H 11.507 -16.261 -17.010
H 9.695 -16.415 -15.115
H 7.736 -15.156 -15.320
C 4.345 -9.983 -13.150
P 5.718 -10.527 -14.292
C 6.204 -12.174 -13.546
C 7.144 -9.522 -13.678
C 7.107 -8.726 -12.532
C 8.070 -7.744 -12.269
C 9.201 -7.604 -13.130
C 9.290 -8.487 -14.200
C 8.264 -9.388 -14.517
P 8.449 -10.435 -16.124
C 10.171 -11.026 -15.814
C 8.615 -9.214 -17.480
H 4.672 -10.081 -12.076
H 3.525 -10.554 -13.404
H 4.045 -8.937 -13.301
H 6.347 -12.028 -12.473
H 7.198 -12.439 -13.911
H 5.442 -12.903 -13.704
H 6.304 -8.911 -11.748
H 8.004 -7.031 -11.439
H 9.842 -6.787 -12.957
H 10.124 -8.387 -14.861
H 10.819 -10.174 -15.759
H 10.494 -11.755 -16.633
H 10.034 -11.541 -14.904
H 9.261 -8.381 -17.272
H 7.568 -8.770 -17.549
H 8.706 -9.599 -18.530
C 3.847 -15.665 -10.481
C 4.732 -16.005 -11.592
C 6.132 -16.066 -11.549
C 6.889 -16.273 -12.695
N 6.373 -16.198 -13.908
C 5.075 -16.028 -13.954
C 4.203 -15.963 -12.882
H 3.677 -14.585 -10.509
H 4.320 -15.881 -9.492
H 2.919 -16.232 -10.475
H 6.604 -15.919 -10.643
H 7.937 -16.293 -12.525
H 4.600 -15.966 -14.969
H 3.123 -15.952 -13.020
O 3.042 -13.056 -13.194
C 2.847 -13.158 -14.438
O 3.694 -13.594 -15.280
C 1.493 -12.631 -14.929
C 0.399 -12.583 -14.031
C -0.759 -11.882 -14.331
C -0.801 -11.174 -15.552
C 0.306 -11.204 -16.403
C 1.450 -11.901 -16.143
N 0.261 -10.173 -17.499
O 1.331 -9.856 -18.018
O -0.738 -9.563 -17.763
N -1.895 -11.728 -13.385
O -1.883 -12.458 -12.388
O -2.727 -10.870 -13.681
H 0.430 -13.048 -13.062
H -1.666 -10.531 -15.780
H 2.395 -11.942 -16.703
```

total charge = -1
frontier orbital gap = 6.077 eV
relative energy (zero: lowest compared OMol25 entry of this formula, charge and spin) = 203.2 kJ/mol
2S+1 = 1
HOMO level = -4.9 eV
strongest force on any atom = 3.11 eV/Å

Atomic partial charges in e from the Löwdin method, atoms 1 to 5: 0.640 -0.067 -0.360 0.012 0.029